# C18H42Cl2F30HfNO4P5

A structure of composition C18H42Cl2F30HfNO4P5 (ωB97M-V with the def2-TZVPD basis set, the Open Molecules 2025 dataset).

Properties
Molar mass ... 1310.743 u
HOMO (spin up / spin down) ... -0.459 / -0.459 hartree
Spin multiplicity ... 2
Energy relative to the best compared isomer or geometry (same formula, charge and spin) ... 0.0 kJ/mol
Charge ... +1

Geometry (Å):
C  27.962  28.798  -25.374
C  27.314  28.391  -26.678
C  26.958  26.870  -26.703
N  26.195  26.428  -27.984
C  27.121  26.626  -29.255
C  24.888  27.256  -28.132
C  23.908  26.536  -27.202
C  24.244  25.035  -27.290
C  25.671  24.960  -27.818
H  27.806  29.842  -25.101
H  29.034  28.610  -25.432
H  27.433  28.177  -24.651
H  28.038  28.670  -27.443
H  26.420  29.003  -26.795
H  26.289  26.751  -25.851
H  27.826  26.218  -26.606
H  26.643  26.152  -30.112
H  28.010  26.026  -29.060
H  27.289  27.700  -29.332
H  24.481  27.172  -29.139
H  24.967  28.314  -27.880
H  22.866  26.763  -27.427
H  23.998  26.804  -26.149
H  23.529  24.459  -27.877
H  24.280  24.614  -26.286
H  25.714  24.513  -28.811
H  26.321  24.454  -27.104
Hf  26.562  19.979  -25.175
P  26.593  23.583  -23.562
F  26.609  25.175  -23.193
F  26.233  23.229  -21.995
F  24.990  23.567  -23.977
F  26.788  21.965  -23.860
F  27.003  23.811  -25.111
F  28.163  23.658  -23.158
P  23.760  20.304  -23.433
F  24.363  21.177  -24.652
F  23.381  21.612  -22.553
F  22.288  20.317  -24.197
F  23.203  19.244  -22.333
F  24.383  19.202  -24.440
F  25.271  20.193  -22.885
P  24.968  16.928  -27.015
F  25.461  17.458  -28.432
F  26.134  15.808  -26.961
F  25.906  17.988  -26.234
F  24.489  16.435  -25.514
F  23.858  18.083  -26.928
F  23.902  15.940  -27.657
P  29.771  21.955  -26.165
F  30.090  22.889  -24.880
F  28.417  21.297  -25.587
F  28.717  23.036  -26.701
F  29.452  21.031  -27.486
F  30.945  22.809  -26.893
F  30.658  20.717  -25.646
P  25.575  21.192  -27.984
F  26.753  20.139  -27.525
F  24.999  20.391  -29.281
F  24.824  20.243  -26.910
F  24.343  22.285  -28.066
F  26.031  21.878  -26.580
F  26.721  22.072  -28.700
Cl  30.358  19.722  -31.786
C  28.908  20.341  -30.997
C  27.630  19.497  -31.176
Cl  27.028  19.676  -32.854
H  28.738  21.354  -31.360
H  29.178  20.516  -29.956
H  26.869  19.903  -30.510
H  27.694  18.416  -31.050
C  21.077  24.727  -30.562
O  20.958  24.458  -31.909
C  20.294  23.201  -32.208
C  20.969  21.922  -31.730
O  22.164  21.646  -32.512
C  23.384  21.519  -31.779
H  20.069  24.607  -30.164
H  21.310  25.775  -30.371
H  21.916  24.183  -30.128
H  20.160  23.138  -33.287
H  19.291  23.176  -31.782
H  20.204  21.146  -31.716
H  21.154  21.937  -30.656
H  23.329  20.733  -31.026
H  23.495  22.427  -31.188
H  24.266  21.369  -32.403
C  27.950  20.427  -21.884
O  27.974  19.849  -23.196
C  29.245  19.197  -23.308
C  29.354  18.361  -24.657
O  28.459  18.706  -25.660
C  28.767  17.899  -26.826
H  28.644  21.266  -21.926
H  28.257  19.798  -21.048
H  26.997  20.930  -21.716
H  29.484  18.555  -22.460
H  30.111  19.852  -23.403
H  29.105  17.331  -24.400
H  30.415  18.458  -24.887
H  28.300  18.107  -27.789
H  28.696  16.830  -26.626
H  29.801  18.121  -27.090

# C18H42Cl4N3O18

A cluster of 7 separate species, C18H42Cl4N3O18 in total (ωB97M-V with the def2-TZVPD basis set, the Open Molecules 2025 dataset).

Properties
Molar mass ... 730.349 u
HOMO ... -0.061 hartree
Energy relative to the best compared isomer or geometry (same formula, charge and spin) ... 472.3 kJ/mol
Charge ... -3

Geometry (Å):
N  -0.043  0.066  -3.150
H  -0.969  -0.091  -2.779
H  0.159  1.055  -3.178
H  0.041  -0.292  -4.091
H  0.589  -0.346  -2.479
Cl  -1.724  5.582  -5.920
O  -2.107  6.978  -5.872
O  -0.669  5.308  -4.923
O  -2.978  4.857  -5.678
O  -1.301  5.377  -7.235
Cl  -5.071  -0.538  -9.325
O  -4.360  -0.613  -8.069
O  -6.116  0.346  -9.013
O  -4.250  -0.100  -10.460
O  -5.521  -1.879  -9.615
Cl  -7.274  -0.082  -1.180
O  -8.132  -0.251  -2.352
O  -6.087  -0.770  -1.448
O  -6.820  1.260  -1.173
O  -7.781  -0.509  0.121
Cl  2.813  -0.650  -10.454
O  4.103  -1.136  -10.775
O  2.367  -1.100  -9.118
O  2.552  0.767  -10.593
O  1.923  -1.357  -11.372
C  -0.891  5.296  3.448
C  -0.181  4.066  4.192
C  0.284  4.464  5.687
C  -0.843  4.323  6.672
C  -1.425  2.905  6.816
C  -2.059  2.537  5.342
N  -1.054  2.869  4.252
O  -1.530  2.478  2.995
C  -2.451  0.971  5.230
C  -3.309  3.382  5.131
C  1.180  3.746  3.516
H  -0.163  6.067  3.196
H  -1.644  5.718  4.113
H  -1.437  4.903  2.590
H  1.224  3.945  5.871
H  0.554  5.520  5.710
H  -1.734  4.876  6.373
H  -0.524  4.635  7.667
H  -2.166  2.962  7.613
H  -0.589  2.280  7.130
H  -3.241  0.606  5.887
H  -2.729  0.673  4.219
H  -1.539  0.390  5.363
H  -3.950  2.924  4.377
H  -3.943  3.594  5.992
H  -3.018  4.321  4.660
H  1.963  3.185  4.026
H  1.690  4.673  3.251
H  1.085  3.255  2.547
H  -2.437  2.787  2.950
C  4.361  -2.137  -1.302
C  3.981  -3.448  -0.441
C  4.114  -3.084  1.081
C  3.510  -3.992  2.092
C  2.014  -4.281  1.667
C  1.829  -4.843  0.224
N  2.598  -3.887  -0.715
O  2.299  -4.039  -2.011
C  2.319  -6.290  0.281
C  0.362  -4.814  0.006
C  4.992  -4.561  -0.807
H  5.437  -2.015  -1.175
H  3.851  -1.301  -0.823
H  4.144  -2.093  -2.369
H  5.189  -3.144  1.256
H  3.695  -2.079  1.128
H  3.748  -3.533  3.052
H  4.092  -4.911  2.037
H  1.636  -3.259  1.681
H  1.467  -4.904  2.375
H  3.272  -6.533  0.750
H  1.715  -7.007  0.836
H  2.364  -6.784  -0.690
H  -0.089  -5.114  -0.939
H  -0.116  -5.318  0.846
H  0.101  -3.763  0.134
H  5.970  -4.158  -1.069
H  4.657  -5.278  -1.556
H  4.968  -5.135  0.120
H  3.052  -4.528  -2.350